(1)
12
Properties=species:S:1:pos:R:3 method="wB97M-V/def2-TZVPD" e_lumo_ev=0.9 homo_lumo_gap_ha=0.438 charge=0 relative_energy_kcal_mol=62.3
C 0.528 0.025 0.788
C 0.850 0.324 -0.562
C -0.468 -0.363 -0.917
C -0.921 -0.014 0.574
H 1.931 0.014 -1.071
H 0.565 1.512 -0.761
H -0.250 -1.312 -1.470
H -1.127 0.120 -1.732
H -1.802 0.859 0.733
H -1.175 -0.876 1.258
F 0.608 -1.401 1.118
Cl 1.261 1.113 2.043

(2)
19
Properties=species:S:1:pos:R:3 method="wB97M-V/def2-TZVPD" e_lumo_ev=-3.0 homo_lumo_gap_ha=0.437 charge=+1 relative_energy_kcal_mol=10.4
O 15.985 -12.082 8.295
H 15.258 -12.109 8.986
H 15.950 -12.946 7.774
H 16.852 -12.031 8.780
O 13.897 -9.964 8.588
H 13.043 -9.792 8.175
H 13.704 -9.947 9.531
O 15.948 -14.448 7.169
H 16.463 -15.206 7.468
H 15.292 -14.800 6.557
O 18.051 -12.266 9.952
H 18.034 -12.145 10.908
H 18.877 -12.723 9.762
O 14.226 -12.858 10.181
H 13.472 -13.141 9.649
H 13.856 -12.250 10.832
O 18.241 -12.256 6.629
H 18.757 -11.443 6.609
H 18.707 -12.856 6.039

(3)
8
Properties=species:S:1:pos:R:3 method="wB97M-V/def2-TZVPD" e_lumo_ev=-0.2 homo_lumo_gap_ha=0.378 charge=0 smiles="O=C(Cl)OCI" relative_energy_kcal_mol=7.3
C 1.149 -0.534 -0.180
C -1.055 0.726 0.148
O 0.898 -0.765 -1.333
O 0.485 0.183 0.685
Cl 2.745 -1.196 0.500
I -2.330 -0.922 0.215
H -0.711 1.040 -0.947
H -1.181 1.468 0.912

(4)
55
Properties=species:S:1:pos:R:3 method="wB97M-V/def2-TZVPD" e_lumo_ev=2.5 homo_lumo_gap_ha=0.249 charge=-1 relative_energy_kcal_mol=0.0
Ti -17.257 -3.775 -2.281
Se -18.265 -2.032 -4.159
Se -19.897 -3.422 -5.012
Se -20.812 -4.381 -3.202
Se -19.089 -5.692 -2.221
O -16.373 -4.900 1.464
C -16.334 -4.043 0.543
O -16.488 -4.373 -0.699
C -16.108 -2.629 0.849
C -15.919 -2.341 2.201
C -15.609 -1.074 2.644
C -15.547 0.006 1.726
C -15.719 -0.278 0.364
C -15.907 -1.607 -0.079
S -15.919 -1.831 -1.856
H -16.137 -3.115 2.982
H -15.383 -0.921 3.712
H -15.264 0.976 2.110
H -15.504 0.501 -0.422
C -19.406 0.417 -0.768
C -20.623 -0.493 -0.925
N -20.605 -1.604 -0.012
C -21.492 -1.616 1.091
C -21.056 -0.847 2.328
C -19.664 -2.586 -0.234
C -19.613 -3.715 0.765
N -18.769 -2.540 -1.152
H -19.441 1.369 -1.322
H -18.567 -0.022 -1.311
H -19.309 0.680 0.289
H -20.856 -0.704 -2.000
H -21.503 0.090 -0.706
H -21.764 -2.623 1.373
H -22.531 -1.390 0.706
H -20.114 -1.208 2.736
H -21.894 -0.926 3.107
H -20.948 0.187 1.964
H -18.737 -4.339 0.599
H -20.511 -4.344 0.649
H -19.550 -3.293 1.776
H -18.773 -1.665 -1.716
C -14.849 -4.702 -5.934
Si -15.988 -5.645 -4.754
C -14.947 -7.073 -4.052
C -17.318 -6.358 -5.828
O -16.387 -4.630 -3.508
H -15.029 -4.956 -6.981
H -13.792 -4.883 -5.670
H -15.072 -3.640 -5.874
H -14.414 -7.589 -4.852
H -15.598 -7.813 -3.677
H -14.289 -6.740 -3.279
H -16.787 -6.838 -6.666
H -17.963 -5.580 -6.137
H -18.051 -7.065 -5.358

(5)
106
Properties=species:S:1:pos:R:3 method="wB97M-V/def2-TZVPD" e_lumo_ev="-0.2 / -0.3" homo_lumo_gap_ha="0.304 / 0.340" charge=0 spin_multiplicity=5
Cr 0.608 -2.783 -0.141
S -0.142 -0.164 -0.520
O -1.452 0.446 -0.392
O 0.948 0.701 -0.892
O 0.224 -0.919 0.664
O -0.142 -1.330 -1.372
C 0.384 -2.397 -4.259
O 1.767 -2.048 -3.954
C 2.259 -2.359 -2.771
O 1.812 -3.154 -1.911
O 3.461 -1.798 -2.656
C 4.200 -1.241 -3.762
H 0.125 -1.956 -5.221
H -0.365 -2.084 -3.533
H 0.191 -3.456 -4.432
H 4.384 -2.022 -4.500
H 5.161 -0.805 -3.491
H 3.689 -0.443 -4.301
C -1.640 -6.668 -1.415
O -2.525 -5.581 -1.685
C -2.349 -4.292 -1.355
O -1.339 -3.857 -0.764
O -3.390 -3.530 -1.832
C -3.318 -2.067 -1.820
H -1.201 -6.579 -0.421
H -0.923 -6.774 -2.229
H -2.205 -7.599 -1.427
H -2.928 -1.668 -2.757
H -2.633 -1.676 -1.069
H -4.295 -1.668 -1.546
C 4.331 4.040 -6.645
O 3.878 4.438 -5.347
C 3.202 3.591 -4.507
O 2.806 2.451 -4.828
O 3.169 4.119 -3.217
C 2.253 3.688 -2.252
H 3.472 4.122 -7.312
H 4.784 3.053 -6.738
H 5.073 4.760 -6.991
H 1.329 3.412 -2.761
H 2.004 4.511 -1.582
H 2.627 2.876 -1.629
C 3.904 -0.170 0.322
O 4.285 -1.115 1.303
C 3.530 -2.258 1.486
O 2.561 -2.614 0.769
O 3.876 -2.899 2.519
C 3.203 -4.083 2.938
H 4.564 -0.271 -0.540
H 4.068 0.838 0.704
H 2.928 -0.193 -0.161
H 2.114 -4.034 2.931
H 3.645 -4.281 3.914
H 3.458 -5.002 2.410
C -4.549 5.429 1.155
O -3.917 4.131 1.192
C -2.919 3.887 1.981
O -2.265 4.714 2.572
O -2.668 2.616 2.002
C -1.505 2.127 2.646
H -4.687 5.910 2.123
H -5.514 5.343 0.656
H -3.940 6.089 0.536
H -0.876 2.865 3.145
H -0.912 1.566 1.925
H -1.864 1.431 3.404
C -2.506 -1.605 2.609
O -1.916 -2.695 3.388
C -0.892 -3.477 2.906
O -0.287 -3.232 1.885
O -0.584 -4.466 3.804
C -1.572 -4.912 4.728
H -2.810 -0.909 3.391
H -3.373 -1.939 2.040
H -1.703 -1.109 2.062
H -1.316 -5.959 4.887
H -2.625 -4.832 4.459
H -1.479 -4.360 5.663
C -1.532 3.294 -1.177
N -1.232 4.762 -1.100
O -2.178 5.521 -1.318
O -0.135 5.204 -0.695
H -0.638 2.763 -0.852
H -1.883 2.966 -2.155
H -2.289 3.108 -0.415
C 1.271 -0.438 3.703
N 2.296 -0.080 4.653
O 1.959 0.125 5.803
O 3.448 0.096 4.232
H 1.410 -1.518 3.658
H 1.425 0.117 2.777
H 0.314 -0.230 4.181
C -4.794 0.474 0.296
N -5.840 1.557 0.377
O -6.464 1.655 1.361
O -6.136 2.174 -0.693
H -5.282 -0.407 0.713
H -3.933 0.760 0.899
H -4.541 0.311 -0.752
C 1.746 2.905 1.145
N 1.633 3.405 2.529
O 1.738 4.696 2.654
O 1.555 2.563 3.407
H 1.078 3.556 0.580
H 1.466 1.852 1.183
H 2.785 2.984 0.826

(6)
70
Properties=species:S:1:pos:R:3 method="wB97M-V/def2-TZVPD" e_lumo_ev="1.9 / 1.7" homo_lumo_gap_ha="0.107 / 0.099" charge=-1 spin_multiplicity=3
N 3.752 3.485 5.730
C 2.868 3.754 4.620
C 1.608 4.542 5.005
C 0.554 3.537 5.340
Br -1.141 4.334 5.933
H 3.462 4.069 6.508
H 2.515 2.788 4.238
H 3.366 4.279 3.792
H 1.225 5.158 4.191
H 1.813 5.191 5.843
H 0.930 2.874 6.096
H 0.338 2.973 4.456
C -1.279 2.216 -2.265
C -0.522 2.139 -0.918
C -0.928 0.877 -0.159
C -2.328 0.954 0.451
C -2.482 2.215 1.302
C -2.115 3.494 0.552
N -0.778 3.356 -0.093
O 0.166 3.540 0.760
C -3.200 3.828 -0.489
C -2.091 4.663 1.527
C 0.960 2.063 -1.262
H -1.353 3.246 -2.615
H -0.746 1.653 -3.031
H -2.282 1.794 -2.219
H -0.208 0.693 0.644
H -0.861 0.019 -0.833
H -3.092 0.924 -0.332
H -2.499 0.074 1.073
H -3.508 2.300 1.668
H -1.844 2.123 2.186
H -2.889 4.666 -1.115
H -4.119 4.119 0.020
H -3.462 2.996 -1.139
H -1.429 4.483 2.372
H -3.091 4.824 1.928
H -1.771 5.582 1.033
H 1.291 2.968 -1.774
H 1.129 1.212 -1.921
H 1.580 1.923 -0.379
C 1.528 -3.825 -3.918
C 1.758 -3.472 -2.430
C 2.521 -4.598 -1.731
C 1.673 -5.842 -1.469
C 0.384 -5.476 -0.733
C -0.416 -4.379 -1.433
N 0.461 -3.211 -1.738
O 0.638 -2.486 -0.691
C -1.071 -4.933 -2.712
C -1.561 -3.927 -0.535
C 2.601 -2.203 -2.410
H 0.663 -3.296 -4.317
H 2.390 -3.528 -4.514
H 1.390 -4.891 -4.092
H 2.905 -4.229 -0.776
H 3.392 -4.859 -2.336
H 1.445 -6.359 -2.406
H 2.246 -6.549 -0.866
H -0.248 -6.359 -0.621
H 0.639 -5.145 0.278
H -1.537 -4.130 -3.285
H -1.851 -5.646 -2.445
H -0.384 -5.464 -3.365
H -1.214 -3.607 0.445
H -2.251 -4.756 -0.387
H -2.111 -3.102 -0.989
H 2.065 -1.370 -2.868
H 3.516 -2.374 -2.976
H 2.887 -1.913 -1.402

(7)
28
Properties=species:S:1:pos:R:3 method="wB97M-V/def2-TZVPD" e_lumo_ev="0.3 / 0.3" homo_lumo_gap_ha="0.354 / 0.354" charge=0 relative_energy_kcal_mol=51.3
C -2.838 -0.820 -1.803
C 3.768 -1.651 1.547
C -2.602 3.016 -0.215
C 2.028 0.678 -0.864
C -3.448 0.117 -0.783
C 4.165 -0.153 1.596
N -1.042 0.410 0.935
Si -2.213 1.231 0.071
Si 3.742 0.878 -0.053
Cl 4.216 2.816 0.481
Cl 4.974 -0.121 -1.449
H -2.212 -1.521 -1.363
H -3.384 -1.542 -2.449
H -2.274 -0.103 -2.459
H 4.048 -1.962 0.549
H 4.288 -2.234 2.327
H 2.661 -1.770 1.405
H -2.636 3.530 0.765
H -1.782 3.568 -0.794
H -3.528 3.236 -0.790
H 1.193 1.417 -0.580
H 2.051 0.752 -1.940
H 1.668 -0.247 -0.597
H -4.085 -0.342 -0.053
H -4.174 0.805 -1.380
H 5.165 -0.038 1.856
H 3.534 0.267 2.400
H -0.212 0.856 1.320

- Which of these has the highest charge?
  H13O6

- What is the charge in the seventh record?
  0